Record 1
C8H16N2 | ωB97M-V with the def2-TZVPD basis set

Each atom is followed by the atoms it is bonded to, with distances in Å.
Cartesian coordinates (Å):
1 C 1.55 2.57 0.85  C2 1.526, C3 1.522, H8 1.146, H9 1.112
2 C 0.12 3.06 0.60  C1 1.526, H10 1.110, H14 1.025, H15 1.115
3 C 1.73 1.07 0.75  C1 1.522, C4 1.402, N6 1.374
4 C 1.05 -0.07 0.28  C3 1.402, N7 1.377, H11 1.136
5 C 2.97 -0.74 1.04  N6 1.330, N7 1.388, H12 1.119
6 N 2.93 0.58 1.19  C3 1.374, C5 1.330
7 N 1.79 -1.21 0.48  C4 1.377, C5 1.388, H13 1.078
8 H 2.21 3.16 0.11  C1 1.146
9 H 1.85 2.74 1.90  C1 1.112
10 H 0.03 4.16 0.69  C2 1.110
11 H -0.07 -0.05 0.06  C4 1.136
12 H 3.75 -1.44 1.43  C5 1.119
13 H 1.42 -2.09 -0.01  N7 1.078
14 H -0.64 2.61 1.12  C2 1.025
15 H -0.06 2.69 -0.44  C2 1.115
16 C -3.42 -1.92 -1.07  C17 1.561, C18 1.480, H19 1.182, H20 1.209
17 C -3.29 -2.53 -2.49  C16 1.561, H21 1.089, H24 1.022, H25 1.071
18 C -3.19 -0.49 -0.79  C16 1.480, H22 1.068, H23 1.104, H26 1.137
19 H -4.59 -2.04 -0.92  C16 1.182
20 H -2.83 -2.64 -0.29  C16 1.209
21 H -2.21 -2.52 -2.67  C17 1.089
22 H -2.28 -0.02 -1.09  C18 1.068
23 H -3.95 0.16 -1.25  C18 1.104
24 H -3.90 -2.18 -3.23  C17 1.022
25 H -3.56 -3.57 -2.43  C17 1.071
26 H -3.33 -0.24 0.31  C18 1.137

Record 2
C8H16N2O2 | ωB97M-V with the def2-TZVPD basis set

Each atom is followed by the atoms it is bonded to, with distances in Å.
Cartesian coordinates (Å):
1 C 3.85 -1.33 -0.63  O11 1.132, O12 1.123
2 C -1.52 -1.74 -0.60  C3 1.539, C4 1.554, H13 1.085, H14 1.177
3 C -0.88 -0.67 -1.52  C2 1.539, C5 1.499, H15 1.129, H16 1.092
4 C -0.94 -1.57 0.83  C2 1.554, C6 1.606, H17 1.118, H18 1.089
5 C -0.49 0.60 -0.82  C3 1.499, N10 1.549, H19 1.066, H20 1.093
6 C 0.58 -1.06 0.80  C4 1.606, N10 1.496, H21 1.161, H22 1.062
7 C 0.69 2.82 0.76  C8 1.543, H23 1.033, H24 1.174, H25 1.023
8 C 0.87 1.37 1.26  C7 1.543, N10 1.644, H26 1.149, H27 1.156
9 N 1.79 0.11 -0.59  N10 1.266, H28 1.014
10 N 0.72 0.24 0.07  C5 1.549, C6 1.496, C8 1.644, N9 1.266
11 O 3.37 -2.15 -0.02  C1 1.132
12 O 4.43 -0.68 -1.33  C1 1.123
13 H -2.60 -1.65 -0.53  C2 1.085
14 H -1.49 -2.87 -0.93  C2 1.177
15 H 0.09 -1.17 -1.84  C3 1.129
16 H -1.46 -0.51 -2.42  C3 1.092
17 H -1.47 -0.69 1.28  C4 1.118
18 H -0.99 -2.37 1.56  C4 1.089
19 H -0.02 1.22 -1.55  C5 1.066
20 H -1.21 1.21 -0.26  C5 1.093
21 H 0.89 -1.21 1.91  C6 1.161
22 H 1.01 -1.87 0.27  C6 1.062
23 H 1.16 3.13 -0.11  C7 1.033
24 H -0.43 3.10 0.57  C7 1.174
25 H 1.03 3.44 1.50  C7 1.023
26 H 0.10 1.27 2.10  C8 1.149
27 H 1.97 1.14 1.57  C8 1.156
28 H 2.11 0.94 -1.07  N9 1.014

Record 3
C8H16N2O3 | ωB97M-V with the def2-TZVPD basis set

Each atom is followed by the atoms it is bonded to, with distances in Å.
Cartesian coordinates (Å):
1 C -2.82 -0.25 0.92  C2 1.558, H11 1.086, H12 1.120, N25 1.579
2 C -2.07 -1.08 -0.17  C1 1.558, N26 1.390, O27 1.264
3 C 0.13 0.25 -0.05  C4 1.493, C5 1.638, H14 1.164, N26 1.433
4 C -0.61 1.42 -0.61  C3 1.493, O28 1.194, O29 1.356
5 C 1.65 0.22 -0.64  C3 1.638, C6 1.516, H15 1.108, H16 1.127
6 C 2.54 -0.61 0.26  C5 1.516, C7 1.584, C8 1.496, H17 1.222
7 C 3.30 0.43 1.17  C6 1.584, H18 1.112, H19 1.014, H20 1.096
8 C 3.39 -1.55 -0.54  C6 1.496, H21 1.070, H22 1.071, H23 1.155
9 H -1.25 -0.88 2.01  N25 1.089
10 H -2.15 0.28 2.88  N25 1.076
11 H -3.24 0.72 0.69  C1 1.086
12 H -3.49 -0.93 1.51  C1 1.120
13 H -0.37 -1.53 -1.05  N26 1.005
14 H 0.27 0.34 1.11  C3 1.164
15 H 1.97 1.26 -0.87  C5 1.108
16 H 1.49 -0.26 -1.65  C5 1.127
17 H 1.67 -1.22 0.87  C6 1.222
18 H 3.87 -0.04 2.01  C7 1.112
19 H 3.98 1.01 0.69  C7 1.014
20 H 2.51 1.04 1.62  C7 1.096
21 H 3.83 -0.91 -1.27  C8 1.070
22 H 4.13 -2.06 0.04  C8 1.071
23 H 2.81 -2.40 -1.07  C8 1.155
24 H -0.68 3.15 -0.57  O29 1.021
25 N -1.66 0.13 1.93  C1 1.579, H9 1.089, H10 1.076
26 N -0.72 -0.85 -0.40  C2 1.390, C3 1.433, H13 1.005
27 O -2.51 -2.08 -0.82  C2 1.264
28 O -1.55 1.36 -1.33  C4 1.194
29 O 0.10 2.54 -0.31  C4 1.356, H24 1.021

Record 4
C8H16N2O3 | ωB97M-V with the def2-TZVPD basis set

Each atom is followed by the atoms it is bonded to, with distances in Å.
Cartesian coordinates (Å):
1 C 0.73 0.98 0.67  C2 1.556, C3 1.638, H11 1.088, N25 1.442
2 C -0.56 0.32 0.11  C1 1.556, N26 1.375, O27 1.251
3 C 2.02 0.05 0.31  C1 1.638, C4 1.567, C5 1.508, H12 1.103
4 C 2.01 -1.22 1.23  C3 1.567, H13 1.096, H14 1.073, H15 1.068
5 C 3.29 0.82 0.60  C3 1.508, H16 1.098, H17 1.051, H18 1.082
6 C -2.11 -0.23 -1.65  C7 1.537, C8 1.538, H20 1.081, N26 1.438
7 C -3.33 0.21 -0.83  C6 1.537, O28 1.204, O29 1.305
8 C -2.06 -1.75 -1.83  C6 1.538, H21 1.161, H22 1.084, H23 1.120
9 H 0.24 0.50 2.59  N25 1.048
10 H 1.54 1.55 2.46  N25 1.017
11 H 0.92 1.91 0.14  C1 1.088
12 H 2.05 -0.18 -0.77  C3 1.103
13 H 2.38 -1.04 2.24  C4 1.096
14 H 2.58 -1.98 0.72  C4 1.073
15 H 0.99 -1.55 1.24  C4 1.068
16 H 3.58 0.80 1.66  C5 1.098
17 H 3.19 1.83 0.34  C5 1.051
18 H 4.18 0.46 0.10  C5 1.082
19 H -0.23 0.86 -1.86  N26 1.029
20 H -2.26 0.18 -2.64  C6 1.081
21 H -1.23 -2.22 -2.49  C8 1.161
22 H -2.99 -2.19 -2.18  C8 1.084
23 H -1.79 -2.25 -0.86  C8 1.120
24 H -4.00 1.71 -0.01  O29 0.936
25 N 0.63 1.32 2.07  C1 1.442, H9 1.048, H10 1.017
26 N -0.91 0.43 -1.21  C2 1.375, C6 1.438, H19 1.029
27 O -1.40 -0.24 0.85  C2 1.251
28 O -4.22 -0.54 -0.50  C7 1.204
29 O -3.25 1.47 -0.51  C7 1.305, H24 0.936

Record 5
C8H16N2O4 | ωB97M-V with the def2-TZVPD basis set

Each atom is followed by the atoms it is bonded to, with distances in Å.
Cartesian coordinates (Å):
1 C -0.76 1.93 0.90  N2 1.462, H15 1.091, H16 1.098, H17 1.092
2 N -0.17 0.63 0.62  C1 1.462, C3 1.470, C9 1.417
3 C 1.28 0.57 0.85  N2 1.470, C4 1.543, H18 1.089, H19 1.096
4 C 1.64 -0.05 2.22  C3 1.543, C5 1.538, H20 1.090, H21 1.091
5 C 0.56 -0.99 2.77  C4 1.538, C6 1.513, H22 1.088, H23 1.094
6 C 1.19 -2.06 3.65  C5 1.513, O7 1.191, O8 1.372
7 O 2.01 -1.84 4.48  C6 1.191
8 O 0.80 -3.35 3.39  C6 1.372, H24 0.965
9 C -0.56 0.17 -0.67  N2 1.417, O10 1.192, O11 1.361
10 O -1.50 -0.54 -0.86  C9 1.192
11 O 0.24 0.64 -1.66  C9 1.361, C12 1.436
12 C -0.39 0.99 -2.91  O11 1.436, C13 1.525, H25 1.095, H26 1.089
13 C -0.67 -0.16 -3.88  C12 1.525, N14 1.465, H27 1.094, H28 1.097
14 N -2.02 -0.72 -3.80  C13 1.465, H29 1.012, H30 1.011
15 H -1.74 2.01 0.44  C1 1.091
16 H -0.13 2.76 0.55  C1 1.098
17 H -0.90 2.05 1.98  C1 1.092
18 H 1.75 -0.01 0.06  C3 1.089
19 H 1.70 1.58 0.80  C3 1.096
20 H 1.82 0.75 2.95  C4 1.090
21 H 2.58 -0.59 2.14  C4 1.091
22 H -0.01 -1.45 1.97  C5 1.088
23 H -0.12 -0.43 3.42  C5 1.094
24 H -0.16 -3.42 3.34  O8 0.965
25 H -1.31 1.56 -2.71  C12 1.095
26 H 0.32 1.67 -3.37  C12 1.089
27 H 0.07 -0.95 -3.71  C13 1.094
28 H -0.49 0.26 -4.88  C13 1.097
29 H -2.67 -0.07 -3.39  N14 1.012
30 H -2.35 -0.95 -4.73  N14 1.011

Record 6
C8H16N3O3 | ωB97M-V with the def2-TZVPD basis set

Its total charge is +1.

Each atom is followed by the atoms it is bonded to, with distances in Å.
Cartesian coordinates (Å):
1 C 1.99 0.29 -0.78  N9 1.319, N11 1.576, O12 1.182
2 C -1.56 -2.34 -0.78  N10 1.311, O13 1.207, O14 1.334
3 C -0.11 -0.07 -2.01  C4 1.605, N9 1.416, H15 1.195, H16 1.054
4 C -0.05 -1.61 -2.46  C3 1.605, O14 1.407, H17 1.132, H26 1.148
5 C 1.52 2.04 1.98  C8 1.568, H18 1.112, H19 1.110, H20 1.077
6 C -0.81 1.66 1.17  C8 1.479, H21 1.111, H22 1.168, H23 1.111
7 C 0.80 -0.87 1.20  N11 1.316, H24 1.054, H25 1.047
8 C 0.62 1.49 0.83  C5 1.568, C6 1.479, N11 1.407, H27 1.149
9 N 1.23 0.36 -1.86  C1 1.319, C3 1.416, H28 1.073
10 N -2.65 -3.05 -0.59  C2 1.311, H29 0.972, H30 1.036
11 N 1.07 0.20 0.49  C1 1.576, C7 1.316, C8 1.407
12 O 3.16 0.41 -0.67  C1 1.182
13 O -0.84 -1.97 0.11  C2 1.207
14 O -1.22 -2.28 -2.07  C2 1.334, C4 1.407
15 H -0.54 0.52 -2.96  C3 1.195
16 H -0.55 0.13 -1.07  C3 1.054
17 H 0.79 -1.92 -1.76  C4 1.132
18 H 1.13 1.46 2.85  C5 1.112
19 H 2.59 2.03 1.69  C5 1.110
20 H 1.23 3.02 2.33  C5 1.077
21 H -1.26 2.51 0.62  C6 1.111
22 H -1.24 1.68 2.26  C6 1.168
23 H -1.34 0.78 0.76  C6 1.111
24 H 1.33 -1.78 1.27  C7 1.054
25 H 0.11 -0.77 1.98  C7 1.047
26 H -0.06 -1.65 -3.60  C4 1.148
27 H 0.75 2.15 -0.10  C8 1.149
28 H 1.85 0.58 -2.71  N9 1.073
29 H -3.07 -3.20 0.27  N10 0.972
30 H -3.36 -3.04 -1.34  N10 1.036

Frontier orbital gap: 0.3350; 0.2972; 0.3687; 0.3654; 0.3621; 0.3650 (hartree)
M: 140.23; 172.23; 188.23; 188.23; 204.23; 202.23 (u)
Relative energy (zero: lowest compared OMol25 entry of this formula, charge and spin): 196.2; 168.6; 305.7; 112.8; 167.0; 7.3 (kJ/mol)